52
Properties=species:S:1:pos:R:3:forces:R:3 method="wB97M-V/def2-TZVPD" energy_ha=-2988.84182 homo_energy_ev=-2.94 de_lowest_kj_mol=881.7 molar_mass_g_mol=443.39 orbital_gap_ev=2.5 total_charge=-1
K 4.74949 1.11994 0.31151 -1.1516 -0.2422 -0.4586
K 2.12863 0.13178 4.94158 -0.6141 -0.0684 -0.8310
P 0.35598 0.18385 0.21932 0.3602 1.1824 -1.5334
O -1.10417 -0.28881 0.15442 -0.3357 -0.2569 0.0639
O 0.96654 0.36012 -1.24123 0.1981 -0.4212 0.4387
O 1.18632 -0.83603 1.04424 1.2581 -0.9228 0.9837
O 0.51096 1.60270 0.86995 0.1121 0.4111 0.7295
O 4.48231 -3.02393 1.67229 0.3842 -0.0953 -0.0552
H 3.73876 -2.43828 1.52956 -0.7626 0.2857 -0.2439
H 4.94663 -2.64479 2.41854 0.1254 -0.0241 0.2027
O -1.01559 2.32263 -3.97443 -0.0239 0.3009 -0.4150
H -1.84176 1.87742 -3.78609 -0.2211 -0.1532 0.1153
H -0.39228 1.94433 -3.35427 0.2675 -0.2808 0.4833
O 0.19294 -1.71270 -4.26967 0.1185 -0.2964 -0.4834
H -0.74861 -1.75740 -4.10316 -0.1921 0.0432 0.1364
H 0.53499 -1.16024 -3.56682 0.0794 0.3649 0.6054
O -4.05824 0.68556 -2.36957 -0.0360 0.2646 -0.3155
H -3.39830 0.28043 -1.80689 0.5543 -0.1759 0.3661
H -4.89356 0.36718 -2.02734 -0.2297 -0.0554 0.0806
O 3.63638 2.74112 -3.45539 0.4380 0.3144 0.2411
H 3.02047 2.18896 -2.97373 -0.6075 -0.3147 0.1939
H 4.03389 2.15334 -4.09783 -0.0020 -0.1478 -0.2136
O -2.55440 -1.99110 3.56074 0.0439 -0.4276 0.3776
H -2.25401 -1.53775 2.77305 0.3023 0.3103 -0.6474
H -2.88266 -1.29387 4.12849 -0.1122 0.1827 0.0469
O -2.70003 3.58749 -0.61928 -0.3004 0.4798 0.0737
H -1.93008 3.26610 -0.15011 0.3975 -0.3591 0.1390
H -2.89885 2.89922 -1.25410 -0.0258 -0.2804 -0.1587
O 4.08923 -1.83409 -2.38354 0.6848 0.2904 -0.0383
H 4.25997 -2.45530 -1.67559 -0.1244 -0.2978 0.1360
H 3.24907 -1.43587 -2.15596 -0.7640 0.2137 0.1259
O 0.46390 -4.39239 3.79671 0.2377 -0.1508 0.4331
H -0.35996 -3.91578 3.69505 -0.3687 0.2316 -0.1221
H 1.04238 -4.01587 3.13351 0.0672 0.0984 -0.3484
O 2.02476 4.99051 -0.60476 0.3969 0.3320 0.2363
H 2.44080 4.80111 -1.44575 -0.0129 -0.0633 -0.3066
H 1.57744 4.17754 -0.36980 -0.4506 -0.5544 0.1115
O 2.05715 4.84772 3.67177 0.0378 0.1526 0.3544
H 2.83046 4.37949 3.98638 0.1819 -0.0191 0.0225
H 1.70900 4.29382 2.97303 -0.2680 -0.2005 -0.4636
O -2.81462 -3.35907 -1.46318 -0.2848 -0.2422 -0.2714
H -2.25000 -2.71017 -1.04322 0.4063 0.6550 0.2579
H -2.92506 -4.04387 -0.80358 0.0197 -0.1492 0.1592
O 1.08842 -4.47777 -0.64365 0.2119 -0.5217 0.0436
H 1.23079 -3.79886 0.01592 -0.0562 0.5265 0.1218
H 0.28830 -4.20950 -1.09538 -0.1727 0.2354 -0.1801
O -1.67564 2.90455 4.02900 -0.0067 -0.1044 0.5570
H -1.68049 3.86043 4.07908 -0.0402 0.2178 -0.0412
H -1.13018 2.70688 3.26769 0.1831 -0.3068 -0.6811
O -6.08049 -1.54115 0.20473 -0.3399 0.1626 0.0175
H -6.09670 -2.48350 0.03747 0.0578 -0.2013 -0.0908
H -5.15025 -1.31614 0.22028 0.3789 0.0777 0.0446